[1]
Here is 6 unconnected molecules or ions with the total composition C35H83IO12P2 from the OMol25 dataset. Energies are from wB97M-V/def2-TZVPD.

Structure (ORCA input):
```
! wB97M-V def2-TZVPD RIJCOSX def2/J DEFGRID3
* xyz 0 1
C 3.1340 -2.7884 2.3936
C 3.1833 -3.6929 1.0927
C 4.1774 -3.1178 0.0038
C 3.3290 -2.2698 -1.0248
C 3.1891 -0.7894 -0.4734
O 3.5828 0.1019 -1.5388
P 2.2389 0.6961 -2.3562
O 1.6222 1.7557 -1.4880
O 1.2222 -0.5189 -2.8410
C 0.2392 -0.8605 -1.8518
C -0.9781 -1.4826 -2.6508
C -1.3036 -0.6765 -3.9574
P -2.0123 1.0023 -3.6441
O -1.3376 1.7860 -2.5428
O -3.6498 0.9204 -3.2925
C -4.0500 1.9701 -2.3901
C -5.6131 2.1403 -2.3840
O -1.8128 1.8846 -5.0727
C -0.4182 2.2472 -5.2089
C -0.2680 2.8057 -6.6762
O 2.8844 1.2896 -3.7855
C 3.1766 2.6772 -3.6468
I 3.5263 3.3889 -5.7056
C 4.5273 2.9535 -2.8721
C 4.4826 4.3267 -2.0783
H 3.4443 -3.4202 3.2515
H 2.0865 -2.4467 2.5484
H 3.7792 -1.8888 2.2908
H 2.1629 -3.6623 0.6449
H 3.4705 -4.7431 1.3239
H 4.6639 -3.9285 -0.5890
H 4.9837 -2.5018 0.4534
H 3.9081 -2.1953 -1.9770
H 2.3567 -2.7343 -1.2810
H 2.1959 -0.5690 -0.0269
H 3.9310 -0.6479 0.3460
H -0.1644 -0.0004 -1.2824
H 0.5653 -1.6644 -1.1529
H -1.8898 -1.5643 -2.0229
H -0.6956 -2.5233 -2.9360
H -0.4539 -0.6429 -4.6734
H -2.0974 -1.2587 -4.4944
H -3.6415 2.9697 -2.6613
H -3.6802 1.6944 -1.3779
H -5.9328 2.5539 -1.4038
H -6.1439 1.1829 -2.5607
H -5.9079 2.8960 -3.1488
H 0.2538 1.3618 -5.1389
H -0.0932 2.9716 -4.4364
H -1.0985 2.3317 -7.2519
H -0.4440 3.8982 -6.6874
H 0.6849 2.5068 -7.1506
H 2.3359 3.2945 -3.2823
H 5.3271 3.0761 -3.6379
H 4.8402 2.0944 -2.2458
H 4.9173 4.1442 -1.0772
H 3.4407 4.7002 -2.0563
H 5.1355 5.0523 -2.6115
C 3.7116 2.9483 5.5420
C 4.2329 1.6779 4.8921
O 3.3772 1.1604 3.8870
C 3.1219 2.0135 2.7819
C 4.3745 2.4071 2.0181
H 2.7244 2.7780 5.9773
H 4.3910 3.2774 6.3309
H 3.6149 3.7640 4.8234
H 4.3159 0.8995 5.6525
H 5.2413 1.8278 4.4916
H 2.5644 2.8980 3.1071
H 2.4588 1.4618 2.1123
H 5.0734 2.9705 2.6389
H 4.1148 3.0277 1.1584
H 4.8979 1.5167 1.6613
C -6.7592 0.8430 3.4983
C -7.6538 1.0726 2.2919
O -7.0044 0.8507 1.0511
C -6.4925 -0.4541 0.8340
C -7.5577 -1.5365 0.8792
H -5.8764 1.4842 3.4458
H -7.3007 1.0654 4.4196
H -6.4106 -0.1892 3.5578
H -7.9772 2.1146 2.2846
H -8.5634 0.4667 2.3579
H -5.6844 -0.6643 1.5432
H -6.0366 -0.4472 -0.1586
H -8.0437 -1.5921 1.8545
H -7.1156 -2.5125 0.6695
H -8.3340 -1.3379 0.1375
C 0.5999 -4.3551 -5.0182
C 1.7061 -3.9456 -4.0604
O 2.1202 -4.9875 -3.1917
C 2.6406 -6.1516 -3.8125
C 3.8698 -5.8899 -4.6653
H -0.2703 -4.7168 -4.4641
H 0.2966 -3.5050 -5.6332
H 0.9156 -5.1553 -5.6889
H 1.3401 -3.1414 -3.4210
H 2.5659 -3.5396 -4.6033
H 1.8587 -6.6518 -4.3939
H 2.9077 -6.8349 -3.0042
H 3.6562 -5.2152 -5.4958
H 4.2468 -6.8252 -5.0826
H 4.6590 -5.4315 -4.0656
C 2.1233 7.0315 8.4329
C 2.0325 5.9751 7.3447
O 1.2446 4.8528 7.7053
C -0.1130 5.1157 8.0195
C -0.8924 5.7456 6.8781
H 2.5290 6.5995 9.3505
H 2.7708 7.8503 8.1136
H 1.1468 7.4539 8.6744
H 3.0337 5.5927 7.1390
H 1.6687 6.4081 6.4070
H -0.1798 5.7279 8.9252
H -0.5610 4.1513 8.2660
H -0.4891 6.7191 6.5948
H -1.9359 5.8864 7.1650
H -0.8563 5.1062 5.9936
C -3.4592 -6.7628 -0.4786
C -2.4141 -5.6677 -0.6073
O -2.8698 -4.5256 -1.3145
C -3.9860 -3.8484 -0.7595
C -3.7441 -3.3239 0.6454
H -3.8050 -7.0777 -1.4657
H -3.0403 -7.6275 0.0393
H -4.3331 -6.4295 0.0832
H -1.5629 -6.0549 -1.1697
H -2.0288 -5.3767 0.3754
H -4.8728 -4.4905 -0.7914
H -4.1924 -3.0057 -1.4229
H -3.5388 -4.1277 1.3542
H -4.6197 -2.7792 1.0021
H -2.8846 -2.6498 0.6576
*
```

Properties
DFT total energy	-88890.12195	eV
SMILES string	CCCCCO[P@](=O)(OCCCP(=O)(OCC)OCC)O[C@H](I)CC.CCOCC.CCOCC.CCOCC.CCOCC.CCOCC
HOMO	-9.30	eV
M	884.89	g/mol
orbital gap	9.8	eV

=====

[2]
Here is 3 unconnected molecules or ions with the total composition C35H84ClN9O4P5S from the OMol25 dataset. Energies are from wB97M-V/def2-TZVPD.

Structure (ORCA input):
```
! wB97M-V def2-TZVPD RIJCOSX def2/J DEFGRID3
* xyz 1 1
C -2.2625 0.7644 -0.9533
C -1.6089 0.7880 0.3835
N -0.3134 1.5626 0.7059
C -0.4649 3.0801 0.6971
C -0.5373 3.7059 -0.8478
C -0.1499 5.3122 -0.9088
C -0.1721 5.8464 -2.4605
C 0.9028 5.0128 -3.4092
C 0.0686 4.2012 -4.5955
C 0.1657 2.5588 -4.4404
C 0.3030 1.7847 -5.9052
C -1.0443 0.9314 -6.3113
C -1.4890 -0.1995 -5.2082
C -0.9399 -1.7241 -5.5985
C -1.5176 -2.7137 -4.3947
O -2.9457 -3.0729 -4.5705
C -3.5766 -2.8656 -3.2350
C 0.8439 0.8692 0.9559
N 2.0951 1.7380 1.2046
C 2.7436 1.4132 2.5285
C 3.9673 2.5101 2.8322
O 3.7397 3.8200 2.5493
Cl 5.6493 2.0380 3.4926
P 3.2427 1.4369 -0.1562
S 4.1766 3.0994 -0.6845
N 1.0527 -0.6160 0.9485
P 0.9316 -1.3682 -0.6529
C 2.6738 -2.0563 -1.0575
C -0.2814 -2.8411 -0.7134
P 0.2235 -1.5000 2.2364
C 0.5584 -0.7276 3.9890
C 0.9364 -3.3035 2.4314
C -0.4234 -4.2722 2.5334
H -3.4396 0.5771 -0.9573
H -1.7447 0.9301 -1.9901
H -2.1032 0.2316 1.3009
H 0.2852 3.6463 1.3925
H -1.5493 3.2893 1.1510
H 0.0291 3.0451 -1.6327
H -1.6901 3.6500 -1.1527
H 0.8510 5.5071 -0.3315
H -1.0193 5.8893 -0.3308
H 0.0585 7.0082 -2.4676
H -1.2926 5.7468 -2.8493
H 1.4956 4.2440 -2.7254
H 1.7410 5.7339 -3.8536
H -1.0683 4.4757 -4.6389
H 0.5713 4.5147 -5.6136
H -0.7716 2.2205 -3.8218
H 1.1852 2.3465 -3.8700
H 0.4306 2.6222 -6.7270
H 1.2129 1.0489 -5.9210
H -1.9854 1.6152 -6.5010
H -0.8190 0.3794 -7.3230
H -1.1541 0.0849 -4.1071
H -2.6698 -0.2981 -5.1606
H 0.2400 -1.7053 -5.5933
H -1.3012 -2.0372 -6.6679
H -1.4803 -2.0523 -3.4019
H -0.8145 -3.6538 -4.2816
H -4.6254 -3.4075 -3.2574
H -3.6801 -1.7205 -2.9511
H -2.9572 -3.3717 -2.3628
H 3.1710 0.3282 2.6243
H 1.9303 1.6410 3.3722
H 2.5220 0.9863 -1.3504
H 4.2786 0.4704 0.2098
H 2.7584 -3.2167 -0.8948
H 3.4936 -1.5198 -0.3785
H 3.0105 -1.8453 -2.1728
H -1.3878 -2.5518 -0.3800
H 0.1092 -3.8255 -0.1800
H -0.3849 -3.1410 -1.8642
H 1.7467 -0.7595 4.0977
H 0.0509 -1.3520 4.8572
H 0.2339 0.3974 3.9577
H 1.5980 -3.6245 1.5042
H 1.4906 -3.4556 3.4629
H -1.0408 -3.9787 3.5015
H -1.1693 -4.0813 1.6225
H -0.1312 -5.4041 2.4830
O -6.7947 -3.9093 -3.9366
P -8.0800 -3.3892 -4.6259
N -9.0875 -3.8299 -3.3414
C -9.5189 -5.1577 -2.9698
C -8.9930 -2.9756 -2.1594
N -7.9860 -4.5321 -5.8974
C -8.7896 -5.7235 -6.0607
C -6.6354 -4.8134 -6.3965
N -9.5576 -2.7914 -5.4182
C -10.9517 -3.0487 -5.0995
C -9.3997 -2.2550 -6.7693
H -10.4719 -5.0983 -2.4307
H -8.7907 -5.6725 -2.3341
H -9.7423 -5.7962 -3.8166
H -9.5094 -2.0262 -2.3534
H -7.9511 -2.7480 -1.9054
H -9.4587 -3.4143 -1.2722
H -8.4802 -6.5185 -5.3760
H -8.6997 -6.1165 -7.0780
H -9.8536 -5.5290 -5.9368
H -6.1166 -5.5463 -5.7638
H -6.0334 -3.8984 -6.4310
H -6.6592 -5.2021 -7.4205
H -11.2353 -4.0897 -5.2677
H -11.6260 -2.4352 -5.7087
H -11.1950 -2.7784 -4.0675
H -9.6384 -3.0057 -7.5288
H -8.3660 -1.9180 -6.9333
H -10.0378 -1.3812 -6.9281
O 9.8958 0.7043 8.8967
P 8.6148 1.5514 8.6983
N 8.8951 1.8019 7.0497
C 9.8723 2.6741 6.4403
C 8.6445 0.6424 6.1960
N 9.1611 2.8082 9.7248
C 9.6683 4.1024 9.3254
C 9.8902 2.3753 10.9219
N 7.1424 2.5251 8.4702
C 6.7654 3.3953 7.3692
C 6.3433 2.7861 9.6666
H 9.5313 2.9682 5.4405
H 10.8560 2.2015 6.3477
H 9.9961 3.6185 6.9574
H 7.5617 0.5021 6.0800
H 9.0602 -0.2760 6.6267
H 9.0599 0.7502 5.1899
H 10.6865 4.0351 8.9312
H 9.6933 4.7897 10.1765
H 9.0268 4.5948 8.5964
H 10.9449 2.1654 10.6976
H 9.4405 1.4711 11.3475
H 9.8533 3.1349 11.7105
H 7.4071 4.2755 7.2916
H 5.7377 3.7621 7.4769
H 6.7681 2.8701 6.4094
H 6.5786 3.7629 10.1002
H 6.5290 2.0179 10.4310
H 5.2727 2.7496 9.4464
*
```

Properties
DFT total energy	-129032.25419	eV
HOMO	-9.11	eV
M	917.51	g/mol
orbital gap	4.6	eV

=====

[3]
Here is 4 unconnected molecules or ions with the total composition C35H85N6O3 from the OMol25 dataset. Energies are from wB97M-V/def2-TZVPD.

Structure (ORCA input):
```
! wB97M-V def2-TZVPD RIJCOSX def2/J DEFGRID3
* xyz 1 1
C -0.6085 4.6619 -2.9032
C 0.7019 5.4293 -3.1544
C 1.7626 4.6123 -3.9004
C 2.0027 3.2362 -3.2773
C 3.4060 2.6744 -3.5867
C 4.4820 3.0484 -2.5525
C 4.6852 2.0554 -1.3842
C 3.4581 1.2202 -0.9867
C 3.4201 -0.2017 -1.5622
C 2.0616 -0.8537 -1.2599
C 1.1581 -0.9030 -2.4940
C -0.1305 -1.7056 -2.2841
C -1.2794 -0.8388 -1.7567
C -1.6926 0.2681 -2.7518
C -3.1034 0.1352 -3.3368
N -4.0218 1.2902 -2.9885
C -4.6738 1.1555 -1.6454
C -3.7301 1.2179 -0.4448
C -4.4723 1.7588 0.7834
C -4.5579 3.3034 0.8366
C -5.9714 3.9119 0.6898
N -6.2657 4.5901 -0.5810
N -5.0015 1.4249 -4.0478
C -5.4589 2.8159 -4.2181
C -6.8234 2.8247 -4.9253
C -8.0066 3.2788 -4.0444
H -1.4771 5.3142 -3.0183
H -0.7331 3.8336 -3.6087
H -0.6494 4.2494 -1.8922
H 0.4920 6.3520 -3.6978
H 1.1324 5.7153 -2.1896
H 2.7004 5.1756 -3.8842
H 1.4545 4.5042 -4.9462
H 1.2476 2.5198 -3.6166
H 1.8905 3.3343 -2.1917
H 3.3680 1.5940 -3.7353
H 3.7138 3.0970 -4.5492
H 4.2680 4.0512 -2.1679
H 5.4350 3.1402 -3.0803
H 4.9992 2.6261 -0.5061
H 5.5132 1.3765 -1.6069
H 3.4241 1.1232 0.1042
H 2.5311 1.7241 -1.2678
H 3.5683 -0.1563 -2.6440
H 4.2342 -0.7785 -1.1169
H 2.1816 -1.8617 -0.8553
H 1.5710 -0.2617 -0.4766
H 0.9256 0.1264 -2.7934
H 1.7326 -1.3383 -3.3168
H -0.4434 -2.1724 -3.2234
H 0.0640 -2.5092 -1.5691
H -0.9834 -0.3930 -0.8023
H -2.1389 -1.4802 -1.5348
H -1.6099 1.2410 -2.2577
H -0.9885 0.2976 -3.5829
H -3.6189 -0.7682 -3.0088
H -3.0851 0.1497 -4.4236
H -3.4627 2.1464 -2.9917
H -5.4113 1.9574 -1.5708
H -5.2154 0.2075 -1.6626
H -2.8622 1.8494 -0.6543
H -3.3482 0.2171 -0.2326
H -5.4846 1.3395 0.7976
H -3.9727 1.4151 1.6898
H -4.1556 3.6156 1.8022
H -3.9001 3.7332 0.0721
H -6.1220 4.6455 1.4821
H -6.7246 3.1298 0.8066
H -6.5039 3.9195 -1.3006
H -5.4649 5.1209 -0.9039
H -5.7762 0.8176 -3.7960
H -4.7134 3.3279 -4.8305
H -5.5252 3.3351 -3.2539
H -6.7611 3.4401 -5.8205
H -7.0223 1.8090 -5.2805
H -7.6724 3.7331 -3.1103
H -8.5975 4.0351 -4.5604
H -8.6828 2.4556 -3.8158
C -2.2484 0.4241 4.9357
C -1.5856 0.6398 3.5802
C -0.1033 0.2474 3.5418
O 0.7616 1.1816 4.1517
C 0.9022 1.0674 5.5577
N -1.8090 2.0275 3.1578
H -1.9447 1.1855 5.6538
H -3.3320 0.4860 4.8382
H -1.9982 -0.5547 5.3473
H -2.0933 -0.0109 2.8576
H 0.2146 0.1995 2.4954
H 0.0429 -0.7515 3.9736
H 0.8615 0.0218 5.8770
H 0.1351 1.6318 6.0924
H 1.8754 1.4787 5.8202
H -1.4555 2.1528 2.2125
H -1.2108 2.6238 3.7240
C 2.7113 -2.1474 2.0663
C 3.3738 -2.1851 3.4381
C 4.3597 -1.0362 3.6846
O 5.6037 -1.1809 3.0294
C 5.6519 -0.7261 1.6936
N 3.9727 -3.5059 3.6269
H 3.3984 -2.4619 1.2793
H 1.8625 -2.8324 2.0451
H 2.3494 -1.1445 1.8264
H 2.5836 -2.0771 4.1885
H 4.5953 -1.0119 4.7516
H 3.9036 -0.0707 3.4253
H 5.0320 0.1666 1.5565
H 5.3312 -1.4954 0.9850
H 6.6873 -0.4692 1.4734
H 4.3140 -3.6005 4.5785
H 4.8062 -3.5651 3.0481
C 1.8914 -8.8590 3.4298
C 2.6846 -8.4849 2.1827
C 4.1896 -8.7597 2.2988
O 4.9013 -7.8202 3.0794
C 4.8969 -8.0528 4.4736
N 2.3930 -7.0922 1.8338
H 2.0438 -8.1350 4.2307
H 0.8257 -8.8729 3.2033
H 2.1753 -9.8456 3.8003
H 2.3236 -9.1118 1.3607
H 4.6275 -8.6947 1.2993
H 4.3707 -9.7767 2.6716
H 4.9192 -9.1241 4.6973
H 4.0272 -7.6054 4.9615
H 5.7952 -7.5918 4.8827
H 2.8336 -6.8714 0.9455
H 2.8714 -6.4956 2.5058
*
```

Properties
DFT total energy	-52748.24453	eV
HOMO	-10.25	eV
M	638.10	g/mol
orbital gap	8.0	eV